Record 1
10
Properties=species:S:1:pos:R:3:forces:R:3:mulliken_charge:R:1 method="wB97M-V/def2-TZVPD" de_lowest_kcal_mol=47.7 lumo_energy_ev=0.0 max_force_ev_per_a=4.1 gap_ha=0.3075
C 0.256 -1.454 0.004 1.10 -1.81 -0.30 -0.85
C 0.004 1.329 1.417 2.76 -0.72 -2.92 -0.16
O -1.065 1.319 0.660 -1.89 0.17 -0.61 -0.41
S 1.542 -0.273 0.351 -1.73 1.83 1.53 -0.14
Br 1.119 2.937 1.331 -0.77 -0.77 0.47 -0.12
H 0.759 -2.308 -0.501 -0.16 0.90 -0.89 0.30
H -0.578 -1.061 -0.545 -0.29 0.05 -0.37 0.27
H -0.055 -2.115 0.794 -0.62 0.64 1.29 0.32
H -0.232 0.843 2.328 0.48 -0.01 1.05 0.43
H -1.211 1.900 -0.116 1.12 -0.28 0.75 0.36


Record 2
79
Properties=species:S:1:pos:R:3:forces:R:3:mulliken_charge:R:1 method="wB97M-V/def2-TZVPD" de_lowest_kcal_mol=0.0 charge=-2 lumo_energy_ev=4.1 max_force_ev_per_a=0.3 gap_ha=0.2449
Tl 1.787 0.422 1.041 -0.08 0.01 -0.06 1.00
S 3.778 -1.926 4.872 -0.01 -0.01 -0.02 -0.58
As 3.508 -0.204 3.702 -0.19 0.14 0.10 0.31
S 1.255 0.184 3.423 0.24 -0.06 0.08 -0.35
S 4.009 -0.620 1.541 0.04 -0.01 -0.05 -0.39
S 4.409 1.601 4.314 -0.03 -0.02 -0.03 -0.56
C 0.356 -3.397 -3.584 -0.02 -0.01 0.00 -2.00
C 0.606 -3.118 -2.100 -0.03 0.00 0.03 1.99
C -0.345 -3.948 -1.229 0.01 0.01 0.00 -1.33
C 2.047 -3.534 -1.771 0.02 0.02 -0.01 -1.62
Si 0.444 -1.273 -1.663 -0.07 -0.06 0.03 -1.15
O 0.710 -1.092 -0.085 0.09 0.03 -0.05 0.66
C 1.711 -0.344 -2.713 -0.07 0.02 -0.03 0.68
C 1.347 0.328 -3.881 0.03 0.02 0.01 -0.36
C 2.281 1.035 -4.628 0.01 0.00 0.00 -0.66
C 3.604 1.087 -4.214 -0.01 0.00 -0.01 -0.58
C 3.990 0.422 -3.059 0.01 -0.01 0.00 -0.74
C 3.053 -0.289 -2.323 0.02 0.01 0.03 -0.08
C -1.258 -0.553 -2.097 0.04 0.02 -0.02 1.16
C -2.353 -1.244 -2.620 -0.02 -0.02 -0.01 -0.53
C -3.595 -0.636 -2.767 0.01 -0.02 -0.01 -0.64
C -3.771 0.688 -2.391 0.01 0.00 0.00 -0.70
C -2.695 1.404 -1.880 -0.03 0.02 0.00 -0.60
C -1.460 0.788 -1.745 -0.01 -0.03 0.00 0.36
H 0.550 -4.455 -3.806 0.00 0.00 0.00 0.51
H 1.016 -2.799 -4.217 0.01 0.00 0.00 0.31
H -0.672 -3.181 -3.883 0.01 -0.01 -0.02 0.25
H -0.198 -5.018 -1.423 0.00 0.00 0.00 0.53
H -1.396 -3.715 -1.419 -0.01 0.01 -0.01 0.19
H -0.161 -3.776 -0.167 0.01 -0.01 0.00 -0.02
H 2.154 -4.622 -1.862 -0.01 -0.01 0.00 0.47
H 2.333 -3.259 -0.754 -0.01 -0.01 0.00 0.05
H 2.759 -3.069 -2.457 0.00 0.00 0.00 0.37
H 0.309 0.324 -4.196 0.00 0.00 -0.01 0.34
H 1.970 1.564 -5.521 0.00 0.00 0.00 0.39
H 4.331 1.656 -4.783 0.00 0.00 0.00 0.36
H 5.017 0.468 -2.718 0.00 0.00 0.00 0.42
H 3.375 -0.794 -1.417 -0.01 0.00 0.01 0.42
H -2.255 -2.285 -2.901 0.00 -0.01 0.00 -0.06
H -4.430 -1.203 -3.166 0.00 0.00 0.00 0.36
H -4.741 1.160 -2.493 0.00 0.00 0.00 0.35
H -2.809 2.436 -1.570 0.00 0.00 0.01 0.41
H -0.641 1.366 -1.335 0.01 0.00 0.00 -0.27
O -2.529 4.695 0.495 0.00 -0.04 -0.01 -0.64
S -1.166 5.140 0.420 0.08 0.09 -0.03 1.22
O -0.931 6.496 -0.006 -0.02 -0.02 0.02 -0.73
N -0.283 4.099 -0.524 -0.09 -0.01 0.01 -0.65
C 0.641 3.526 0.172 0.09 -0.13 0.06 0.42
S 1.718 2.385 -0.569 0.07 0.04 -0.02 -0.26
C 0.747 3.944 1.602 -0.05 0.03 0.02 0.66
C 1.678 3.597 2.563 0.00 -0.04 -0.02 -0.55
C 1.520 4.107 3.848 0.01 -0.03 -0.04 -0.75
C 0.471 4.965 4.151 0.00 0.01 0.01 -0.45
C -0.444 5.351 3.172 0.01 -0.02 0.00 -0.67
C -0.276 4.823 1.914 -0.01 0.03 -0.01 0.07
H 2.518 2.946 2.356 0.00 0.01 0.01 0.72
H 2.229 3.795 4.604 0.00 0.01 0.02 0.33
H 0.363 5.342 5.160 0.00 0.00 0.00 0.39
H -1.254 6.034 3.391 0.00 0.00 0.00 0.42
C -2.324 -0.976 3.482 0.02 0.02 0.01 -1.60
C -2.727 -0.527 2.073 -0.04 0.00 0.03 3.04
C -2.480 -1.644 1.055 0.02 0.04 -0.04 -0.95
C -4.196 -0.087 2.037 0.00 0.00 0.01 -1.97
C -1.898 0.634 1.708 0.05 0.00 -0.05 -0.82
N -1.251 1.538 1.424 0.00 0.05 0.02 -0.08
H -2.921 -1.847 3.763 -0.01 0.00 0.00 0.40
H -2.497 -0.178 4.207 -0.01 -0.01 0.00 0.38
H -1.270 -1.247 3.518 -0.03 -0.01 0.00 0.06
H -3.016 -2.540 1.376 0.00 -0.01 0.00 0.51
H -1.417 -1.874 0.975 -0.01 0.00 0.02 -0.20
H -2.837 -1.349 0.067 -0.01 0.00 0.01 0.02
H -4.828 -0.941 2.292 0.00 0.00 0.00 0.41
H -4.470 0.266 1.042 0.01 -0.01 -0.01 0.33
H -4.382 0.715 2.753 0.00 0.00 0.00 0.43
Cl -0.059 -3.849 2.826 0.01 -0.04 0.02 -0.22
C 1.581 -3.401 2.282 -0.04 0.07 0.05 1.91
Cl 2.477 -4.836 1.743 0.02 -0.04 -0.03 -0.23
H 2.114 -2.965 3.125 0.00 0.00 -0.05 -0.34
H 1.471 -2.717 1.445 0.02 -0.02 0.02 -1.29


Record 3
21
Properties=species:S:1:pos:R:3:forces:R:3:mulliken_charge:R:1 method="wB97M-V/def2-TZVPD" de_lowest_kcal_mol=109.7 lumo_energy_ev="-1.0 / -0.9" max_force_ev_per_a=4.1 gap_ha="0.2701 / 0.2701"
C -1.741 -1.892 0.317 -1.92 -1.07 1.50 -0.57
C -0.775 -1.550 1.166 3.69 0.87 1.60 -0.30
C -2.436 -0.992 -0.454 2.57 2.21 -0.23 -0.66
C -0.081 -0.316 0.986 -0.71 0.17 0.06 -0.22
C -1.794 0.247 -0.625 -2.35 0.26 -2.03 -0.38
C -0.597 0.587 0.053 -1.71 -0.49 -0.76 0.40
C 2.721 0.803 -0.657 -2.05 0.10 1.44 -0.17
C 1.132 2.302 0.008 -0.19 -2.65 -1.47 -0.52
N -0.041 1.722 -0.473 2.23 1.02 2.80 -0.07
O 2.242 -1.827 0.107 0.01 0.71 0.03 -0.55
O 0.891 -0.931 -1.704 -0.07 0.75 -0.36 -0.54
S 1.718 -0.651 -0.561 1.43 -1.40 -1.15 1.06
Cl 3.784 0.563 0.728 0.46 0.57 0.17 -0.16
H -2.284 -2.772 0.527 -0.15 -1.37 0.00 0.38
H -0.316 -2.173 1.986 -0.92 0.27 -1.27 0.31
H -3.341 -1.403 -0.802 -1.01 0.55 -1.15 0.42
H 0.800 -0.142 1.567 0.07 0.49 0.66 0.61
H -2.188 1.005 -1.450 0.69 -1.60 2.03 0.11
H 1.183 2.301 1.078 0.52 -0.37 0.42 0.34
H 1.562 3.155 -0.476 -0.23 0.17 -0.40 0.34
H -0.438 1.965 -1.321 -0.35 0.80 -1.87 0.15